Entry 1:
# C58H51DyN6O6

C58H51DyN6O6 as an isolated structure (the ωB97M-V functional and the def2-TZVPD basis, the OMol25 dataset).

Structure (ORCA input):
```
! RIJCOSX wB97M-V def2-TZVPD def2/J DEFGRID3
* xyz 0 6
Dy -1.049 0.420 0.109
C -8.671 -0.629 2.352
C -8.014 -0.919 1.232
C -6.655 -0.641 0.965
C -5.954 0.211 1.873
C -6.623 0.575 3.047
C -7.947 0.246 3.215
C -4.524 0.610 1.520
C -3.451 0.375 2.415
C -3.529 -0.091 3.799
C -2.368 0.346 4.408
C -1.515 0.977 3.367
N -2.141 0.872 2.142
C -0.187 1.458 3.663
C 0.721 1.847 2.624
C 2.045 2.435 2.794
C 2.563 2.623 1.559
C 1.601 2.096 0.560
C 1.917 2.068 -0.832
C 3.376 2.145 -1.193
C 4.265 1.242 -0.498
C 5.601 1.192 -0.872
C 6.089 2.002 -1.884
C 5.202 2.717 -2.629
C 3.927 2.933 -2.180
C 0.909 2.265 -1.829
N -0.423 1.831 -1.663
C -1.194 2.314 -2.665
C -2.605 2.254 -2.800
C -3.119 2.603 -4.230
C -2.525 2.020 -5.356
C -2.890 2.450 -6.581
C -3.739 3.535 -6.781
C -4.238 4.186 -5.643
C -3.973 3.686 -4.411
C -3.540 2.019 -1.745
C -4.935 2.300 -1.712
C -5.425 1.846 -0.476
C -4.362 1.321 0.269
N -3.190 1.462 -0.483
C -0.320 3.110 -3.518
C 0.968 2.973 -3.088
N 0.526 1.565 1.302
C 0.171 1.725 5.143
C 1.426 1.467 5.730
C 1.720 1.694 7.051
C 0.799 2.300 7.873
C -0.443 2.584 7.307
C -0.754 2.329 5.973
H -9.714 -0.886 2.438
H -8.552 -1.506 0.471
H -6.178 -1.036 0.050
H -6.008 1.104 3.761
H -8.453 0.678 4.051
H -4.407 -0.512 4.295
H -2.193 0.229 5.485
H 2.466 2.859 3.733
H 3.551 3.015 1.357
H 3.974 0.519 0.289
H 6.302 0.504 -0.457
H 7.133 2.042 -2.126
H 5.502 3.187 -3.527
H 3.363 3.687 -2.638
H -1.774 1.163 -5.202
H -2.520 1.867 -7.396
H -3.921 4.057 -7.717
H -4.916 5.019 -5.783
H -4.389 4.188 -3.486
H -5.494 2.730 -2.541
H -6.434 1.932 -0.090
H -0.568 3.709 -4.403
H 1.840 3.214 -3.681
H 2.200 1.013 5.094
H 2.698 1.351 7.373
H 1.010 2.512 8.930
H -1.269 2.677 8.007
H -1.707 2.655 5.609
C -0.349 -2.801 3.578
N 0.888 -2.958 2.821
C 1.836 -3.962 3.366
C 1.037 -2.185 1.753
O 0.172 -1.346 1.442
C 2.450 -2.299 1.074
O 2.436 -3.731 0.777
C 3.675 -4.520 0.598
C 4.425 -4.682 -1.689
O 3.581 -5.543 -1.885
N 5.563 -4.412 -2.420
C 6.478 -3.276 -2.129
C 6.049 -5.534 -3.254
H -0.658 -1.794 3.723
H -0.113 -3.332 4.484
H -1.224 -3.276 3.073
H 2.827 -3.710 3.054
H 1.596 -4.967 2.969
H 1.846 -3.979 4.481
H 3.265 -1.822 1.732
H 2.391 -1.649 0.206
H 3.360 -5.563 0.649
H 4.440 -4.141 1.319
H 6.821 -3.375 -1.032
H 6.014 -2.312 -2.417
H 7.283 -3.411 -2.870
H 5.281 -6.304 -3.059
H 7.048 -5.834 -2.850
H 6.006 -5.338 -4.316
O -2.391 -1.693 0.103
H -2.629 -2.336 0.788
H -1.949 -2.204 -0.601
O -0.550 -1.142 -1.548
O 4.302 -3.918 -0.593
C 2.020 -1.508 -4.777
C 2.459 -1.393 -3.464
C 1.610 -1.122 -2.433
C 0.230 -1.184 -2.579
C -0.266 -1.579 -3.885
C 0.602 -1.510 -5.005
H 2.721 -1.648 -5.598
H 3.497 -1.516 -3.192
H 2.019 -0.752 -1.467
H -1.371 -1.748 -4.034
H 0.204 -1.607 -6.009
*
```

HOMO-LUMO gap (spin up / spin down) in eV: 5.36 / 5.35


Entry 2:
# C17H24Cl3IN5OTc

C17H24Cl3IN5OTc as an isolated structure (the ωB97M-V functional and the def2-TZVPD basis, the OMol25 dataset).

Structure (ORCA input):
```
! RIJCOSX wB97M-V def2-TZVPD def2/J DEFGRID3
* xyz 3 4
Tc -0.275 0.156 -0.172
N 1.928 0.544 -0.078
C 2.500 1.278 1.080
C 0.559 0.808 2.748
N -0.351 -0.111 2.001
C -0.069 -1.553 2.342
C 0.669 -2.293 1.238
N 0.052 -1.953 -0.074
C -1.771 0.226 2.370
C -2.757 -0.442 1.429
N -2.416 -0.095 0.016
H 2.191 1.024 -0.943
H 2.437 -0.337 -0.138
H 3.591 1.220 1.036
H 1.570 2.943 0.140
H 0.422 0.628 3.819
H 0.232 1.832 2.558
H 0.489 -1.610 3.279
H -1.020 -2.048 2.528
H 1.721 -2.019 1.190
H 0.631 -3.366 1.425
H 0.651 -2.264 -0.840
H -0.807 -2.487 -0.194
H -1.971 -0.065 3.405
H -1.876 1.311 2.309
H -2.736 -1.526 1.524
H -3.769 -0.125 1.678
H -2.816 -0.789 -0.614
H -2.882 0.776 -0.238
Cl -0.640 4.764 -5.638
C -0.497 3.417 -4.595
C -0.677 3.594 -3.227
C -0.550 2.471 -2.440
Cl -0.785 2.603 -0.670
C -0.274 1.194 -2.909
O -0.198 0.135 -2.075
C -0.096 1.059 -4.289
Cl 0.257 -0.492 -4.929
C -0.207 2.161 -5.119
H -0.914 4.565 -2.817
H -0.072 2.039 -6.186
I 4.303 5.272 3.440
C 3.379 3.568 2.839
C 3.476 2.406 3.689
C 2.883 1.207 3.555
C 2.055 0.671 2.415
N 2.138 2.684 0.939
C 2.639 3.682 1.654
H 4.060 2.551 4.590
H 3.031 0.509 4.372
H 2.307 -0.393 2.361
H 2.430 4.671 1.261
*
```

HOMO-LUMO gap (spin up / spin down) in eV: 7.23 / 4.78


Entry 3:
# C28H39BrFeN3O2Si3

C28H39BrFeN3O2Si3 as an isolated structure (the ωB97M-V functional and the def2-TZVPD basis, the OMol25 dataset).

Structure (ORCA input):
```
! RIJCOSX wB97M-V def2-TZVPD def2/J DEFGRID3
* xyz 1 5
Fe -1.020 -0.184 0.648
C -2.345 2.516 2.297
O -1.764 1.904 1.131
C -1.206 2.724 0.184
C -0.761 4.011 0.397
C -0.172 4.687 -0.667
Br 0.452 6.443 -0.396
C -0.036 4.098 -1.906
C -0.494 2.794 -2.111
C -1.080 2.118 -1.055
O -1.549 0.835 -1.157
C -0.397 2.086 -3.386
N -0.948 0.905 -3.557
C -0.627 0.516 -4.854
C -0.938 -0.650 -5.550
C -0.464 -0.766 -6.840
C 0.306 0.251 -7.433
C 0.622 1.410 -6.754
C 0.137 1.517 -5.454
N 0.269 2.506 -4.488
H -2.964 3.358 1.990
H -1.571 2.840 2.988
H -2.960 1.753 2.764
H -0.858 4.490 1.361
H 0.409 4.660 -2.716
H -1.390 0.551 -2.143
H -1.537 -1.428 -5.093
H -0.687 -1.656 -7.413
H 0.656 0.121 -8.448
H 1.211 2.193 -7.214
H 0.767 3.373 -4.591
C 2.910 -2.643 0.251
Si 1.318 -1.705 0.003
C 1.502 -0.716 -1.581
C -0.065 -2.925 -0.428
C 0.783 -0.722 1.505
Si 1.926 0.643 2.062
C 1.067 1.939 3.114
C 3.316 -0.109 3.052
C 2.671 1.611 0.645
Si 0.103 -1.791 2.846
C -0.129 -0.968 4.505
C 1.009 -3.396 3.129
C -1.708 -2.263 2.406
C -2.357 -3.365 2.956
C -3.697 -3.592 2.686
C -4.386 -2.708 1.868
C -3.701 -1.635 1.341
N -2.403 -1.418 1.602
H 3.076 -3.353 -0.565
H 2.920 -3.196 1.193
H 3.756 -1.948 0.261
H 2.202 -1.245 -2.237
H 1.876 0.299 -1.450
H 0.552 -0.664 -2.116
H 0.219 -3.470 -1.335
H -1.025 -2.440 -0.660
H -0.265 -3.658 0.359
H 0.212 1.554 3.671
H 0.732 2.763 2.478
H 1.771 2.359 3.839
H 2.933 -0.625 3.939
H 4.029 0.648 3.391
H 3.860 -0.844 2.452
H 1.899 2.000 -0.028
H 3.380 1.022 0.056
H 3.215 2.470 1.052
H 0.798 -0.541 4.898
H -0.481 -1.718 5.220
H -0.879 -0.174 4.463
H 2.056 -3.192 3.373
H 0.992 -4.046 2.251
H 0.582 -3.949 3.971
H -1.805 -4.046 3.593
H -4.203 -4.451 3.109
H -5.432 -2.849 1.636
H -4.193 -0.921 0.689
*
```

HOMO-LUMO gap (spin up / spin down) in eV: 8.32 / 8.49


Entry 4:
# CH7NO4

A 3-piece molecular cluster, CH7NO4 overall (the ωB97M-V functional and the def2-TZVPD basis, the OMol25 dataset).

Structure (ORCA input):
```
! RIJCOSX wB97M-V def2-TZVPD def2/J DEFGRID3
* xyz 0 1
N 0.374 -0.795 1.094
C -0.020 0.359 1.704
O 0.374 0.746 2.773
O -0.888 1.047 0.863
H 0.942 -1.348 1.682
H 0.205 -0.913 0.102
H -1.100 1.803 1.441
O -0.567 -1.853 -1.547
H -1.524 -1.802 -1.576
H -0.234 -1.277 -2.224
O 0.650 1.040 -1.656
H 1.524 1.403 -1.710
H 0.264 1.590 -0.945
*
```

Structure (SMILES): NC(=O)O.O.O
HOMO-LUMO gap in eV: 10.68


Number 1: E_tot -106282.2480 eV. Number 2: E_tot -75357.0570 eV. Number 3: E_tot -166296.1612 eV. Number 4: E_tot -10831.6792 eV.